(1)
Computed, not measured: 2 unconnected molecules or ions with the total composition C3H10S3, with wB97M-V/def2-TZVPD.

energy above the lowest of the compared OMol25 structures with the same formula, charge and spin	48.6	kcal per mole
highest occupied orbital energy	-7.89	eV
SMILES string	CCS.CSS
HOMO-LUMO gap	8.47	eV
energy	-35776.7309	eV

```
! wB97M-V def2-TZVPD RIJCOSX def2/J DEFGRID3
* xyz 0 1
C 2.250 -1.000 -0.173
C 1.317 -1.069 -1.512
S 0.133 -2.604 -1.317
H 2.717 -1.962 0.029
H 2.884 -0.012 -0.121
H 1.413 -1.082 0.544
H 1.957 -1.297 -2.395
H 0.681 -0.258 -1.790
H 0.226 -3.150 -2.498
C -2.280 1.526 0.247
S -1.059 0.766 1.330
S 0.324 2.048 0.905
H -2.081 2.000 -0.662
H -2.907 0.662 0.047
H -2.609 2.299 0.883
H -0.359 2.708 -0.100
*
```

Here are the Löwdin charges for atoms 1 to 8, given in e: C -0.176; C -0.494; S 0.613; H 0.046; H 0.098; H 0.009; H 0.054; H 0.018

---

(2)
Computed, not measured: 2 unconnected molecules or ions with the total composition C3H10S3, with wB97M-V/def2-TZVPD.

energy above the lowest of the compared OMol25 structures with the same formula, charge and spin	17.5	kcal per mole
highest occupied orbital energy	-8.07	eV
SMILES string	CCS.CSS
HOMO-LUMO gap	8.56	eV
energy	-35778.0788	eV

```
! wB97M-V def2-TZVPD RIJCOSX def2/J DEFGRID3
* xyz 0 1
C -0.683 -3.453 -2.417
C -0.662 -1.928 -2.257
S 0.322 -1.497 -0.789
H -1.116 -3.883 -1.505
H 0.327 -3.845 -2.449
H -1.312 -3.709 -3.264
H -0.135 -1.425 -3.063
H -1.707 -1.643 -2.180
H 0.885 -0.361 -1.191
C 1.676 2.987 2.782
S 0.022 2.448 2.402
S -1.440 3.802 3.123
H 1.777 4.038 3.048
H 2.196 2.922 1.830
H 2.185 2.409 3.547
H -2.335 3.138 2.382
*
```

Here are the Löwdin charges for atoms 1 to 8, given in e: C -0.193; C -0.623; S 0.673; H 0.066; H 0.059; H 0.068; H 0.057; H 0.060

---

(3)
Computed, not measured: a molecular structure, C3H11AsNO, with wB97M-V/def2-TZVPD.

energy above the lowest of the compared OMol25 structures with the same formula, charge and spin	0.0	kcal per mole
highest occupied orbital energy	-2.95	eV
HOMO-LUMO gap	6.90	eV
energy	-67661.0183	eV

```
! wB97M-V def2-TZVPD RIJCOSX def2/J DEFGRID3
* xyz -1 1
N -1.543 1.326 -1.469
C -0.238 1.511 -0.833
O 0.023 2.455 -0.054
C 0.873 0.407 -1.131
C 0.352 -0.968 -0.467
As 0.298 -0.921 1.584
H -2.055 0.622 -0.911
H -2.067 2.208 -1.504
H 0.880 0.235 -2.266
H 1.884 0.748 -0.746
H 0.976 -1.847 -0.833
H -0.716 -1.119 -0.873
H 1.479 0.099 1.550
H 1.327 -2.128 1.682
H -0.883 -1.983 1.567
H -0.805 0.191 1.540
H 0.216 -0.837 3.165
*
```

Here are the Löwdin charges for atoms 1 to 8, given in e: N 0.068; C -0.491; O -0.020; C -0.221; C -0.472; As 0.294; H 0.075; H 0.070